Record 1
Formula: C6H18BF4O6Tl
Source: the Open Molecules 2025 dataset
Level of theory: ωB97M-V with the def2-TZVPD basis set

The geometry in XYZ format:
```
36
Properties=species:S:1:pos:R:3:forces:R:3
Tl -1.99724 -4.90762 -13.25712 -0.785 1.426 1.111
B -3.24649 -2.20508 -14.43785 -0.347 1.066 -0.150
F -1.87024 -2.56849 -14.65456 0.195 -1.147 0.464
F -3.98140 -3.43967 -14.55935 0.729 -0.266 0.488
F -3.35821 -1.74079 -13.08292 0.234 0.228 -0.527
F -3.60562 -1.22282 -15.29044 -0.062 -0.642 0.116
C -1.00548 -8.52481 -12.12983 -0.033 -0.995 -0.360
C -0.90270 -8.56260 -13.65456 2.100 -1.419 -0.500
O -1.36657 -7.47546 -14.41619 -0.854 0.000 0.319
O -1.36822 -7.28342 -11.57761 0.173 0.608 -0.431
H 0.01216 -8.78710 -11.80686 -0.193 0.074 0.341
H -1.68292 -9.31503 -11.78780 0.044 0.116 -0.010
H -1.24029 -9.52604 -14.08531 -1.164 0.387 0.449
H 0.15523 -8.80006 -13.91126 -0.036 0.967 0.281
H -1.33925 -7.84559 -15.31733 -0.083 0.971 -0.127
H -1.49558 -7.44044 -10.63222 -0.273 0.173 -0.170
C -0.11496 -3.60186 -10.13331 0.767 -0.298 -0.066
C -0.52644 -2.36158 -10.90151 0.232 0.855 1.127
O -0.55478 -2.55278 -12.29194 -0.671 -0.661 0.040
O -0.97556 -4.65399 -10.53912 -0.500 -0.539 -0.811
H -0.21857 -3.47833 -9.05537 -0.053 0.513 -0.052
H 0.93251 -3.85525 -10.33935 -0.188 -0.110 -0.154
H 0.18502 -1.55707 -10.69582 -0.121 -0.123 0.358
H -1.50539 -2.08557 -10.45938 0.099 0.128 -0.713
H -0.19599 -1.76477 -12.73023 -0.078 -0.379 -0.250
H -1.09811 -5.31717 -9.85389 0.185 0.141 0.012
C -4.85355 -5.30819 -10.52118 -0.485 0.180 -1.956
C -4.31335 -3.89976 -10.49011 0.561 -1.401 1.478
O -3.77228 -3.55790 -11.71606 -0.468 -0.382 0.259
O -4.04490 -5.97255 -11.51174 0.183 -1.106 0.493
H -5.88456 -5.33938 -10.90728 0.047 0.123 0.451
H -4.80926 -5.78338 -9.53708 0.127 -0.150 -0.105
H -3.52376 -3.94599 -9.70428 0.027 0.705 -0.173
H -5.10693 -3.25300 -10.08577 0.266 0.514 -0.476
H -3.60233 -2.59309 -11.76605 0.250 0.282 -0.744
H -4.51563 -6.77790 -11.78332 0.176 0.160 -0.011
```
Forces are in eV/Å.

## Properties
ΔE to the lowest compared entry with this formula, charge and spin ... 0.000 eV
Highest occupied orbital energy ... -0.63449 Ha
2S+1 ... 1
Charge ... +2
Energy ... -35020.022 eV

Record 2
Formula: C3H4N2O
Source: the Open Molecules 2025 dataset
Level of theory: ωB97M-V with the def2-TZVPD basis set

The geometry in XYZ format:
```
10
Properties=species:S:1:pos:R:3:forces:R:3
N 1.59168 0.21690 0.12280 0.148 0.057 0.038
C 0.16299 0.01456 0.00791 -0.157 0.408 0.259
C -0.57132 0.96216 0.61544 -0.181 -0.227 -0.146
N -1.90173 0.50161 0.33523 -0.085 -0.335 -0.211
C -1.78510 -0.57733 -0.35017 -0.355 0.068 0.053
O -0.50242 -0.99385 -0.62580 0.159 0.195 0.123
H 2.12399 -0.45784 0.68136 -0.190 0.090 -0.087
H 2.11151 0.43678 -0.73273 -0.189 -0.040 0.119
H 1.34299 1.10504 0.68709 0.716 -0.223 -0.147
H -2.57259 -1.20803 -0.74113 0.134 0.007 -0.002
```
Forces are in eV/Å.

## Properties
ΔE to the lowest compared entry with this formula, charge and spin ... 4.666 eV
Highest occupied orbital energy ... -0.28840 Ha
2S+1 ... 1
Energy ... -8199.219 eV

Record 3
Formula: C35H42BrF32N3O6PS2
Source: the Open Molecules 2025 dataset
Level of theory: ωB97M-V with the def2-TZVPD basis set

The geometry in XYZ format:
```
122
Properties=species:S:1:pos:R:3:forces:R:3
C -4.39147 1.15215 -6.11106 0.566 0.292 -0.303
C -3.34366 1.17627 -4.99598 -0.970 -0.495 -0.536
O -2.13420 1.74095 -5.52872 0.557 -0.053 -0.089
C -1.08832 1.72623 -4.64677 -0.831 0.337 0.550
N -0.44145 0.36629 -4.57340 0.598 -0.562 0.571
C -0.55785 -0.51039 -5.52786 -1.097 0.545 -1.842
C -0.01476 -1.78236 -5.49526 0.684 -0.771 0.607
Br -0.30907 -2.95556 -6.90088 -0.402 0.300 -0.264
C 0.71886 -2.10668 -4.37322 -0.351 0.513 0.205
P 1.47798 -3.78504 -4.23398 0.536 -1.107 -0.599
O 1.90740 -4.30694 -5.53376 0.112 0.370 -0.695
C 0.81512 -1.06866 -3.40578 1.045 -0.924 1.091
C 1.59537 -1.30449 -2.12632 -0.147 0.767 -0.154
C 2.45806 -0.09427 -1.70151 0.293 -0.400 0.942
C 2.24490 0.30775 -0.21690 0.041 0.065 -0.439
S 3.83017 0.32132 0.64857 0.285 -0.112 0.208
C 3.74125 1.65136 1.78865 -0.499 0.031 -0.155
S 2.61591 2.82798 1.71458 -0.032 0.266 -0.046
N 4.74197 1.54364 2.76250 -0.687 0.504 0.144
C 5.19738 2.84954 3.26107 0.916 0.270 0.083
C 5.84021 3.69516 2.14726 -0.419 -0.408 0.103
C 4.23845 0.68786 3.85982 0.552 -1.228 -0.197
C 5.36013 0.22206 4.78992 -0.005 0.711 -0.019
N 0.25748 0.11619 -3.47491 -0.423 0.340 -0.531
H -4.66471 0.13883 -6.38819 -0.224 -0.038 0.127
H -5.26261 1.74692 -5.86158 -0.161 -0.119 0.025
H -3.94935 1.59801 -7.00475 -0.095 0.040 0.061
H -3.18225 0.13930 -4.68525 0.303 0.112 0.267
H -3.72211 1.75157 -4.15061 0.405 0.139 0.118
H -1.45450 1.91783 -3.63557 0.370 -0.077 0.167
H -0.31910 2.45129 -4.90328 0.017 -0.109 -0.251
H -1.12524 -0.20930 -6.40143 -0.074 0.186 0.143
H 2.57506 -3.72921 -3.36111 -0.483 0.487 0.388
H 0.49643 -4.61822 -3.65788 -0.068 0.585 0.495
H 2.25099 -2.16106 -2.21011 -0.157 -0.178 -0.078
H 0.86003 -1.53240 -1.35163 -0.035 -0.032 0.017
H 2.31209 0.78304 -2.32330 -0.038 -0.082 -0.149
H 3.49941 -0.40407 -1.77742 0.057 0.115 -0.399
H 1.60150 -0.40568 0.29336 -0.117 0.075 0.060
H 1.80932 1.30157 -0.17474 -0.043 0.017 0.293
H 5.99243 2.64065 3.97571 -0.115 -0.240 0.115
H 4.42843 3.39433 3.81496 -0.213 -0.086 -0.136
H 5.20398 4.51181 1.81688 0.008 0.043 0.013
H 6.79868 4.08048 2.47999 0.036 0.146 -0.048
H 6.00928 3.03108 1.29963 0.178 0.143 -0.135
H 3.42161 1.16895 4.40869 0.058 0.210 -0.056
H 3.83334 -0.20692 3.38705 -0.194 0.091 -0.061
H 6.30517 0.18391 4.25047 -0.005 -0.096 -0.098
H 5.47820 0.94483 5.59643 0.124 -0.206 0.199
H 5.16178 -0.76648 5.19433 -0.122 0.042 0.133
C 0.64963 3.65873 5.21460 0.464 0.132 -0.432
C -0.74785 3.10741 5.55237 0.577 -0.262 0.382
C -1.82924 4.11025 5.96523 -0.418 0.087 -0.158
F -1.50344 4.78192 7.08259 0.222 -0.058 0.056
F -2.97833 3.43673 6.22050 0.062 -0.093 -0.088
F -0.62367 2.13587 6.48398 -0.168 0.064 0.073
F -1.20516 2.50575 4.41592 -0.104 0.219 -0.099
O 1.65719 3.58854 6.21844 -0.526 -0.041 0.512
C 1.79754 4.56432 7.18588 0.011 0.092 -0.879
C 1.53947 4.02409 8.59795 0.090 -0.139 0.362
F 0.30223 3.49650 8.70418 -0.065 0.058 -0.151
F 1.63789 5.03423 9.48818 0.043 0.040 -0.125
F 1.04394 5.64419 6.90714 -0.072 -0.098 0.188
F 3.08583 4.96985 7.14478 0.019 -0.061 0.154
H 1.02970 3.00266 4.43266 -0.032 -0.100 0.032
H 0.60134 4.64815 4.75931 -0.179 0.111 0.217
H -2.02181 4.82475 5.16032 0.063 -0.021 -0.024
H 2.27013 3.25129 8.84586 0.045 0.034 -0.083
C 3.78372 -9.51464 -0.86078 0.443 -0.454 -0.171
C 2.75124 -9.16783 0.22983 0.410 0.549 -0.100
C 1.26677 -9.34923 -0.10239 -0.360 -0.223 0.223
F 0.87422 -8.56879 -1.13092 0.218 0.096 -0.128
F 0.52720 -8.99504 0.97262 0.132 -0.001 0.041
F 2.98111 -7.91238 0.67838 -0.148 0.028 -0.081
F 3.00241 -10.00792 1.26987 -0.117 -0.202 -0.108
O 4.33831 -8.45164 -1.63548 -0.663 0.469 0.136
C 3.71807 -7.96972 -2.76493 0.306 -0.945 0.173
C 3.28958 -6.50840 -2.59925 0.058 0.333 0.083
F 2.45122 -6.34157 -1.55918 -0.101 -0.123 0.026
F 2.62897 -6.09355 -3.71827 0.243 -0.483 0.169
F 2.69356 -8.75345 -3.14804 -0.101 0.231 0.069
F 4.62701 -8.00044 -3.76211 -0.038 0.202 -0.003
H 4.64268 -9.90126 -0.31453 -0.008 0.108 0.067
H 3.44772 -10.33714 -1.49175 -0.256 0.128 -0.062
H 1.04851 -10.39317 -0.34213 0.076 -0.004 -0.032
H 4.16180 -5.87020 -2.44218 0.085 -0.115 -0.095
C -2.79158 1.30184 8.92593 0.519 0.244 -0.299
C -4.18927 1.56868 9.51567 -0.015 -0.585 -0.417
C -4.31610 1.68444 11.03740 -0.195 0.309 0.285
F -3.94745 0.55451 11.66842 0.124 -0.140 -0.161
F -5.61084 1.91980 11.35573 0.011 0.034 -0.134
F -5.05661 0.64712 9.04142 -0.010 -0.030 0.147
F -4.58764 2.77324 9.01512 0.142 0.150 0.181
O -2.45596 -0.03588 8.56256 -0.519 -0.286 0.495
C -1.94730 -0.93515 9.47441 0.290 0.862 -0.254
C -2.88277 -2.12793 9.70110 -0.159 -0.349 -0.028
F -4.09119 -1.72914 10.13527 0.035 0.168 0.043
F -2.34953 -2.94279 10.64050 0.103 0.080 -0.055
F -1.60575 -0.33034 10.62776 -0.146 -0.159 0.040
F -0.80190 -1.42487 8.94120 -0.056 -0.159 0.011
H -2.78451 1.83030 7.97547 -0.126 -0.064 -0.021
H -2.00178 1.76572 9.51716 -0.102 -0.104 0.259
H -3.71328 2.51644 11.41212 0.043 -0.008 -0.066
H -3.01254 -2.68657 8.77157 0.093 0.050 -0.028
C -3.78201 2.73764 -12.52459 0.470 0.088 -0.454
C -5.20353 2.18900 -12.29484 0.411 -0.254 0.480
C -6.34529 3.19706 -12.13181 -0.429 0.059 -0.182
F -6.16784 3.99859 -11.06403 0.252 -0.020 0.077
F -7.50237 2.52329 -11.94203 0.094 -0.097 -0.043
F -5.18439 1.32672 -11.25186 -0.087 0.110 0.060
F -5.50927 1.45740 -13.40146 -0.050 0.194 -0.144
O -2.89279 2.81157 -11.41113 -0.566 0.014 0.536
C -2.87134 3.89695 -10.56137 0.061 -0.025 -0.989
C -3.29021 3.51836 -9.13714 -0.035 -0.062 0.486
F -4.52440 2.98166 -9.11149 -0.078 -0.022 -0.178
F -3.31136 4.61869 -8.34941 0.136 0.046 -0.152
F -3.59942 4.91689 -11.04692 -0.076 -0.046 0.227
F -1.58949 4.32406 -10.49820 -0.022 -0.048 0.186
H -3.30717 2.00613 -13.17679 -0.037 -0.081 0.082
H -3.79202 3.66802 -13.09179 -0.198 0.129 0.181
H -6.44802 3.81315 -13.02925 0.079 -0.014 -0.012
H -2.59034 2.79516 -8.71010 0.103 0.036 -0.143
```
Forces are in eV/Å.

## Properties
Highest occupied orbital energy ... -0.39668 Ha
2S+1 ... 1
Charge ... +1
Energy ... -241684.073 eV